(1)
Below is a structure of composition C16H35Cl8O6PtS2 in a non-equilibrium geometry, with properties calculated with wB97M-V/def2-TZVPD.

* expectation value of S²: 2.01
* HOMO energy (spin up / spin down): -11.722 / -11.722 eV
* Kohn-Sham gap (spin up / spin down): 0.30216 / 0.17925 Eh
* charge: +1
* multiplicity: 3

XYZ file:
```
68
Properties=species:S:1:pos:R:3:forces:R:3:lowdin_charge:R:1
Pt -7.7514 -19.8532 -5.0055 -0.138 -1.221 -0.260 1.190
O -6.9891 -15.9791 -4.8631 -1.205 -4.906 0.724 -0.005
C -7.3450 -17.3990 -4.8544 4.209 3.473 0.201 -0.566
O -6.5833 -18.3771 -4.2485 -2.402 3.003 -1.091 -0.206
O -8.2373 -17.7604 -5.6382 -0.119 -0.422 0.631 -0.036
H -6.2156 -15.6865 -4.2211 -0.245 -0.905 -0.420 0.025
C -2.2353 -14.9658 -3.9959 -0.197 0.076 0.196 -0.235
S -3.8863 -14.7774 -4.6759 -0.351 0.687 0.080 0.890
O -4.8918 -15.2427 -3.5992 0.860 0.513 -0.512 -0.544
C -3.8957 -12.9792 -4.6771 -1.091 -0.186 -0.210 -0.224
H -2.1537 -14.5889 -2.9568 -0.355 -0.689 -0.406 0.085
H -1.4713 -14.4162 -4.5595 -0.470 -0.212 -0.332 0.076
H -2.1433 -16.0313 -4.1818 0.848 -0.225 0.726 0.022
H -4.8565 -12.6241 -5.0877 0.357 -0.165 0.256 0.052
H -3.1112 -12.6224 -5.3309 0.270 -0.001 -0.061 0.068
H -3.7688 -12.6661 -3.6501 0.069 0.265 0.198 0.064
C -11.2096 -22.2063 -5.5320 0.068 -0.239 1.154 -0.220
S -9.8937 -21.1400 -5.9937 0.774 -0.456 0.147 0.862
O -8.5267 -21.7864 -5.5890 -0.241 1.202 0.280 -0.621
C -9.9185 -21.2996 -7.7358 1.338 1.505 -0.279 -0.232
H -11.1160 -22.4050 -4.4384 -0.168 0.158 -0.813 0.094
H -11.1752 -23.1331 -6.1067 -0.132 0.133 0.042 0.083
H -12.0834 -21.5776 -5.7230 -0.203 -0.399 -0.008 0.079
H -8.9655 -20.8300 -8.0392 -0.395 0.071 0.025 0.013
H -10.7070 -20.6542 -8.0962 -0.409 -0.255 -0.397 0.082
H -9.8392 -22.2985 -8.1041 -0.592 -0.822 0.016 0.081
C -6.1549 -14.2055 -7.8866 -0.165 0.396 0.565 -0.051
C -6.6017 -12.8117 -7.4672 1.647 4.260 -1.056 -0.418
O -5.9015 -11.7914 -7.7673 -1.884 -3.545 0.865 0.005
C -7.8475 -12.5381 -6.6034 0.852 -1.270 -0.992 -0.013
H -5.1975 -14.1348 -8.4109 -0.080 0.065 0.378 0.078
H -6.8326 -14.7245 -8.5820 -0.178 0.237 0.521 0.084
H -6.0753 -14.7620 -6.9265 0.025 -0.133 -0.814 0.044
H -8.7179 -12.3680 -7.2121 -0.321 0.002 -0.642 0.081
H -7.7379 -11.6458 -6.0144 0.366 0.116 0.429 0.077
H -8.0413 -13.4567 -6.0748 -0.294 -0.131 0.820 0.057
Cl -9.6962 -12.0047 -1.1173 0.197 -0.449 -0.093 0.525
C -8.8414 -12.6724 -2.5599 0.374 0.090 0.660 -0.638
C -7.5770 -13.5161 -2.2279 -1.015 0.791 -0.495 -0.626
Cl -7.9775 -15.1487 -1.6401 -0.018 0.155 0.166 0.603
H -8.5096 -11.7588 -3.0592 -0.026 -0.350 -0.306 0.058
H -9.5966 -13.2189 -3.1489 0.578 0.188 0.212 0.072
H -6.9033 -13.0058 -1.5226 -0.423 -0.302 -0.195 0.085
H -7.0845 -13.6408 -3.1884 0.290 -0.119 0.035 0.032
Cl -2.0539 -18.8488 -5.8045 0.742 -0.021 -0.236 0.568
C -3.3290 -19.2000 -4.6463 0.320 0.285 0.802 -0.718
C -2.8960 -19.8441 -3.3409 0.042 0.295 -0.634 -0.653
Cl -2.4506 -21.5731 -3.5752 -0.077 0.640 0.258 0.553
H -4.0250 -19.8258 -5.1763 -0.659 0.127 -0.010 0.047
H -3.6777 -18.2187 -4.3146 -0.686 -0.156 -0.452 0.047
H -3.8027 -19.7682 -2.7075 0.873 -0.321 0.066 0.057
H -2.0424 -19.2407 -2.9648 -0.545 -0.812 0.241 0.075
Cl -4.5063 -17.2287 -7.9936 -0.224 -0.114 0.135 0.583
C -5.4104 -18.1491 -9.2299 -0.333 0.273 -0.084 -0.630
C -6.8963 -18.3064 -8.8470 1.575 0.146 0.406 -0.660
Cl -7.6068 -19.4875 -9.9367 -0.477 -0.150 -0.479 0.624
H -4.9089 -19.0982 -9.3632 -0.041 -0.198 0.109 0.064
H -5.3163 -17.5779 -10.1511 -0.089 -0.094 -0.033 0.074
H -7.3669 -17.3317 -8.8998 -0.411 -0.114 -0.067 0.071
H -6.9830 -18.7225 -7.8444 0.003 0.211 0.054 0.029
Cl -6.1246 -17.9515 0.4548 0.456 0.267 -0.745 0.502
C -5.2532 -17.5178 -1.1074 0.371 0.438 1.361 -0.615
C -3.8696 -16.8735 -0.8148 -0.725 -1.552 0.209 -0.597
Cl -2.7815 -18.1150 -0.0767 -0.084 0.099 0.025 0.538
H -5.9266 -16.8202 -1.6062 0.292 -0.173 -0.146 -0.013
H -5.1310 -18.4676 -1.6172 -0.067 0.171 -0.230 0.028
H -3.9113 -16.0637 -0.0933 -0.111 0.190 -0.329 0.070
H -3.3737 -16.6565 -1.7489 -0.150 0.581 -0.164 0.024
```
Positions in Å, forces in eV/Å.


(2)
Below is a structure of composition C18H33N2O10S2, with properties calculated with wB97M-V/def2-TZVPD.

* HOMO energy: -4.920 eV
* Kohn-Sham gap: 0.25162 Eh
* charge: -1

XYZ file:
```
65
Properties=species:S:1:pos:R:3:forces:R:3:lowdin_charge:R:1
C -3.5486 -2.5407 1.8767 -0.048 0.490 -0.192 -0.096
C -2.1373 -2.2317 2.3752 -0.090 -0.582 -0.177 -0.448
C -1.2729 -3.5170 2.3651 -0.281 -0.024 0.088 -0.077
C -1.4329 -1.1403 1.5671 -0.202 0.110 0.744 -0.241
S -2.3376 0.4135 1.5582 0.031 -0.204 -0.363 0.492
O -3.4173 0.2804 0.5997 0.051 -0.064 -0.063 -0.355
O -2.7358 0.6257 2.9338 0.069 0.166 0.083 -0.337
N -1.2193 1.4085 1.0013 -0.455 0.196 0.444 -0.350
S -0.9065 2.7620 1.7992 0.456 0.015 -0.133 0.503
O -2.0672 3.5751 2.0911 -0.142 0.004 0.015 -0.348
O 0.0182 2.5637 2.9011 0.028 -0.068 -0.004 -0.369
C 0.0298 3.5916 0.5156 0.073 -0.144 -0.273 -0.272
C -0.8473 4.3909 -0.4252 -0.079 0.009 -0.330 -0.313
N -0.0683 5.2186 -1.3684 0.068 0.094 0.202 -0.016
H -4.2091 -1.6973 2.0714 -0.011 0.013 -0.039 0.063
H -3.5486 -2.6869 0.7927 -0.010 -0.171 0.002 0.084
H -3.9673 -3.4072 2.3827 0.102 -0.144 -0.024 0.055
H -2.2249 -1.9064 3.4095 0.021 0.190 -0.025 0.112
H -0.8170 -3.6955 3.3395 0.181 0.075 -0.055 0.068
H -1.9057 -4.3843 2.1675 0.031 -0.043 -0.030 0.064
H -0.4979 -3.4969 1.5974 0.073 0.038 0.023 0.063
H -1.2352 -1.4567 0.5443 0.025 0.112 -0.080 0.101
H -0.5109 -0.8880 2.0936 0.179 -0.024 -0.282 0.102
H 0.4953 2.7853 -0.0399 0.177 -0.054 0.031 0.064
H 0.8233 4.1753 0.9798 -0.189 0.202 0.151 0.100
H -1.5022 5.0533 0.1399 0.078 0.017 0.100 0.098
H -1.5033 3.6825 -0.9456 -0.008 -0.047 0.059 0.112
H 0.6452 4.7019 -1.8780 -0.373 -0.124 0.250 0.022
H -0.7176 5.6011 -2.0416 0.084 0.087 -0.123 0.047
O -3.5588 -3.6276 4.9518 -0.054 -0.161 0.042 0.130
C -4.6422 -3.2544 5.2898 0.181 0.116 0.204 -0.477
O -5.3908 -2.4136 4.5462 -0.061 -0.026 -0.085 0.029
C -6.5833 -2.0404 5.2456 -0.078 0.018 0.065 -0.149
C -6.8119 -3.1527 6.2656 0.073 -0.040 0.048 -0.158
C -5.3796 -3.5809 6.5796 -0.320 -0.014 -0.156 -0.076
H -6.4140 -1.0700 5.7167 0.006 -0.005 0.021 0.130
H -7.3897 -1.9431 4.5230 0.061 0.007 -0.072 0.125
H -7.3841 -2.8259 7.1320 0.031 0.053 -0.001 0.110
H -7.3492 -3.9789 5.7972 -0.014 0.012 -0.010 0.113
H -4.9390 -2.9854 7.3807 0.051 -0.029 0.012 0.129
H -5.2800 -4.6364 6.8162 0.137 0.018 0.059 0.120
O 2.0639 3.1518 -1.8659 0.211 0.044 -0.320 0.119
C 3.0552 2.4909 -1.9489 -0.196 -0.164 0.284 -0.462
O 3.5981 2.1307 -3.1378 0.071 0.009 -0.084 0.027
C 4.7129 1.2452 -2.9263 0.165 -0.056 0.080 -0.160
C 5.1762 1.5155 -1.4999 -0.138 0.027 0.108 -0.146
C 3.8644 1.8970 -0.8134 0.358 0.046 -0.191 -0.063
H 4.3635 0.2173 -3.0558 -0.011 -0.007 0.027 0.129
H 5.4748 1.4527 -3.6698 -0.076 0.061 -0.071 0.103
H 5.6873 0.6663 -1.0516 -0.035 -0.040 -0.034 0.115
H 5.8599 2.3656 -1.4902 0.015 -0.009 -0.018 0.117
H 3.3249 1.0281 -0.4328 -0.050 0.036 0.046 0.138
H 3.9804 2.6225 -0.0138 -0.156 -0.031 0.066 0.129
O 6.9346 -0.5120 -4.9342 0.081 0.140 0.015 0.119
C 6.1364 -0.2979 -5.7980 -0.133 -0.239 0.083 -0.499
O 5.6779 0.9443 -6.0799 0.075 -0.030 -0.088 0.008
C 4.6436 0.8797 -7.0795 -0.103 0.037 -0.076 -0.144
C 4.8761 -0.4370 -7.8110 0.041 -0.074 0.045 -0.153
C 5.4557 -1.3105 -6.7006 -0.004 0.244 -0.305 -0.073
H 3.6775 0.9128 -6.5725 0.000 -0.018 0.011 0.131
H 4.7338 1.7510 -7.7229 0.053 0.054 0.076 0.125
H 3.9725 -0.8332 -8.2689 -0.036 0.018 0.053 0.115
H 5.6204 -0.2974 -8.5963 -0.010 0.015 -0.009 0.116
H 4.6773 -1.8111 -6.1227 0.036 -0.048 0.032 0.132
H 6.1743 -2.0435 -7.0554 -0.009 -0.094 0.147 0.123
```
Positions in Å, forces in eV/Å.


(3)
Below is a cluster of 3 separate species, C5H15NO2 in total in a non-equilibrium geometry, with properties calculated with wB97M-V/def2-TZVPD.

* ΔE to the lowest compared entry with this formula, charge and spin: 259.7 kJ/mol
* SMILES: CC/C(C)=C/N.O.O
* HOMO energy: -7.585 eV
* Kohn-Sham gap: 0.29949 Eh
* charge: 0

XYZ file:
```
23
Properties=species:S:1:pos:R:3:forces:R:3:lowdin_charge:R:1
C -1.4198 1.9076 0.2904 0.889 -0.288 2.428 -0.112
C -1.3191 0.6955 -0.6315 -1.051 0.576 -0.058 -0.261
C 0.0245 0.2830 -1.1104 1.259 -1.367 2.276 -0.321
C 0.3516 0.5064 -2.5415 -0.845 1.234 0.952 -0.064
C 0.9802 -0.2377 -0.2703 1.685 0.407 -1.849 -0.109
N 2.2880 -0.4172 -0.8488 -5.373 0.704 -1.576 0.068
H -2.3038 1.7929 1.0067 1.042 0.229 -0.993 0.083
H -0.4765 1.7452 0.8808 -0.928 1.016 0.097 0.070
H -1.4532 2.9364 -0.1175 0.178 -0.771 -0.179 0.075
H -1.7918 -0.1109 -0.0908 -0.374 -0.398 -0.030 0.097
H -1.9370 1.0043 -1.4517 -0.537 -0.738 -0.872 0.089
H -0.4358 1.2085 -2.8225 0.463 -0.095 -1.018 0.085
H 0.4425 -0.3346 -3.1766 -0.639 -1.268 -0.627 0.074
H 1.3199 0.9288 -2.6244 0.895 1.221 -0.188 0.056
H 1.0323 -0.5444 0.8005 -0.857 0.719 -0.873 0.128
H 3.0236 -0.5872 -0.3136 3.634 -1.006 2.460 0.015
H 2.3515 -0.3441 -1.8414 0.509 -0.124 0.064 0.052
O 0.2248 -3.3573 0.6311 0.838 5.057 2.844 -0.042
H -0.3651 -2.5315 0.6222 1.256 -2.160 -0.326 0.068
H -0.1369 -4.0030 0.1300 -2.079 -2.913 -2.555 -0.038
O -0.7680 0.9959 3.6031 -0.601 -4.254 0.526 -0.081
H -1.3189 0.1240 3.4681 1.822 2.380 0.573 0.102
H -1.3261 1.5976 3.1779 -1.188 1.839 -1.078 -0.036
```
Positions in Å, forces in eV/Å.


(4)
Below is a structure of composition C4H16FeN8O8P in a non-equilibrium geometry, with properties calculated with wB97M-V/def2-TZVPD.

* ΔE to the lowest compared entry with this formula, charge and spin: 145.2 kJ/mol
* expectation value of S²: 6.01
* HOMO energy (spin up / spin down): -2.506 / -2.505 eV
* Kohn-Sham gap (spin up / spin down): 0.16947 / 0.16939 Eh
* charge: -1
* multiplicity: 5

XYZ file:
```
38
Properties=species:S:1:pos:R:3:forces:R:3:lowdin_charge:R:1
Fe 0.5301 -0.0568 -0.7782 0.367 -0.285 -0.316 0.673
P 2.7969 0.2653 -1.9916 1.795 0.296 -2.617 0.024
O 3.4785 1.3359 -2.8298 -0.830 0.099 0.843 -0.439
O 1.3488 -0.1105 -2.5298 0.062 -0.123 0.033 -0.426
O 2.4105 0.6973 -0.5195 0.619 0.248 0.749 -0.427
O 3.7117 -0.9879 -1.9933 -0.685 -0.400 1.163 -0.397
C -0.9092 0.3207 2.3403 -0.052 -0.120 -0.090 -0.628
O -0.1958 -0.0076 1.4200 -0.120 0.120 0.061 0.048
N -1.3577 1.5982 2.5336 -0.497 0.469 0.377 0.172
N -1.3715 -0.6079 3.2473 -0.124 0.372 -0.040 0.155
H -1.1566 2.3509 1.9006 0.456 -0.319 -0.336 0.079
H -1.8957 1.8743 3.3345 -0.004 -0.283 0.076 0.088
H -0.9800 -1.5287 3.1829 0.106 0.005 0.002 0.103
H -1.8468 -0.3272 4.0837 0.056 -0.095 0.069 0.083
C 1.9549 -2.7023 0.2790 1.291 0.121 -0.530 -0.610
O 1.0515 -1.9108 -0.0214 0.033 -1.042 0.467 -0.047
N 1.5949 -3.8867 0.9010 -0.226 0.063 0.156 0.121
N 3.2792 -2.5266 0.0209 -1.863 -0.143 0.552 0.145
H 2.2647 -4.5760 1.1769 0.023 -0.005 0.033 0.072
H 0.6293 -3.9922 1.1441 -0.004 -0.071 0.008 0.077
H 3.4732 -1.8397 -0.8277 0.534 0.530 -0.667 0.024
H 3.8570 -3.3253 0.2161 0.149 0.007 -0.158 0.070
C -2.5529 -0.8166 -1.4605 -0.294 1.586 -0.649 -0.607
O -1.3522 -0.6728 -1.4236 -0.507 -1.137 0.127 0.031
N -3.1752 -1.6154 -2.3845 0.161 -0.212 0.636 0.159
N -3.3844 -0.0091 -0.7113 0.141 -0.674 -0.030 0.165
H -2.5650 -2.0101 -3.0779 -0.105 -0.031 -0.102 0.113
H -4.1578 -1.5137 -2.5459 0.017 -0.081 -0.261 0.084
H -4.3814 -0.0911 -0.7471 -0.012 0.064 0.165 0.082
H -2.9286 0.6332 -0.0888 -0.023 0.049 0.020 0.088
C 0.0279 2.8422 -0.3628 2.913 0.810 -0.141 -0.657
O -0.3781 1.8287 -0.9168 -1.932 0.186 -0.034 -0.022
N 1.2865 2.8618 0.1412 -1.643 0.747 0.468 0.173
N -0.6900 4.0185 -0.3695 -0.385 -0.484 0.212 0.145
H 1.8542 2.0214 -0.1602 0.864 -0.805 -0.076 0.020
H 1.7343 3.7054 0.4460 -0.108 0.187 -0.156 0.091
H -0.4414 4.7789 0.2318 -0.041 0.130 -0.140 0.083
H -1.5635 3.9822 -0.8594 -0.130 0.220 0.124 0.090
```
Positions in Å, forces in eV/Å.